No. 1
Entry from OMol25: a molecular structure, C36H48F12MgN2O32S4 (the ωB97M-V functional and the def2-TZVPD basis).

```
135
C36H48F12MgN2O32S4 | OMol25 | the ωB97M-V functional and the def2-TZVPD basis
Mg 0.7354 1.1419 -2.9229
C -0.9002 4.1835 -4.4486
F -1.3251 4.4393 -3.2160
F -1.5922 4.9342 -5.2736
F 0.3934 4.4777 -4.4942
S -1.2287 2.3027 -4.7479
O -1.8882 1.8754 -3.5383
O -1.9448 2.2460 -5.9871
N 0.3762 1.6765 -4.6136
S 0.7462 1.4302 -6.1780
O 0.2891 0.2115 -6.7610
O 0.6211 2.6008 -7.0012
C 2.6066 1.1587 -5.9442
F 3.2553 1.3569 -7.0749
F 3.1217 1.9857 -5.0269
F 2.7932 -0.0967 -5.5397
C -0.0690 -2.8187 -1.9192
F -1.0054 -3.7224 -1.7624
F 0.4385 -2.4897 -0.7118
F 0.9820 -3.2356 -2.6421
S -0.7049 -1.2599 -2.8097
O 0.1710 -0.9718 -3.9350
O -2.1192 -1.3961 -3.0561
N -0.2996 0.1179 -1.8077
S -1.4263 0.1693 -0.6289
O -2.1881 1.4024 -0.6947
O -2.1402 -1.0203 -0.2783
C -0.3450 0.4524 0.8771
F -1.0978 0.4413 1.9705
F 0.5592 -0.5187 0.9603
F 0.2277 1.6566 0.8326
C -5.4237 0.3194 -2.1593
C -6.0320 -0.7306 -3.0646
C -5.7077 -2.2187 -2.7050
O -6.8875 -2.7422 -2.1074
C -7.9047 -1.8993 -2.2862
O -9.0369 -2.1761 -2.0058
O -7.4582 -0.7359 -2.7627
H -6.0950 1.1737 -2.2386
H -4.4303 0.6445 -2.4651
H -5.3999 -0.1823 -1.1916
H -5.7730 -0.6023 -4.1144
H -4.8727 -2.3407 -2.0174
H -5.5940 -2.8242 -3.6054
C -1.6172 -2.3544 3.9301
C -1.9431 -3.8122 4.2211
C -1.8599 -4.2565 5.6691
O -2.9895 -5.0966 5.8431
C -3.8904 -4.8173 4.8593
O -4.9761 -5.2759 4.7329
O -3.3488 -3.9228 4.0296
H -2.2493 -1.8991 3.1741
H -0.5389 -2.2303 3.7928
H -1.7384 -1.7048 4.8055
H -1.4173 -4.5240 3.5770
H -1.9691 -3.3563 6.2847
H -0.8898 -4.6662 5.9434
C -1.3386 3.1061 7.4427
C -0.2360 3.0239 6.4124
C -0.4030 1.7962 5.4954
O -0.5740 2.2976 4.1736
C -0.4177 3.6626 4.2447
O -0.1953 4.3645 3.3010
O -0.3117 4.0956 5.4897
H -2.2398 3.3402 6.8594
H -1.2662 4.0394 8.0065
H -1.6229 2.2613 8.0615
H 0.7976 2.9149 6.7481
H -1.2767 1.2313 5.8364
H 0.4387 1.1036 5.4295
C -3.6379 3.6829 1.2726
C -3.9633 4.0605 -0.1385
C -5.4718 3.8962 -0.5361
O -5.8445 5.2357 -0.9286
C -4.8007 6.0568 -0.8133
O -4.8412 7.2182 -1.1385
O -3.7531 5.4714 -0.2935
H -3.6239 2.5869 1.2978
H -4.1807 4.1671 2.0785
H -2.5649 3.8239 1.4487
H -3.3279 3.5668 -0.8721
H -6.0982 3.4037 0.2016
H -5.4905 3.3480 -1.4778
C 5.4800 -0.4610 2.9841
C 4.6932 0.6133 2.1930
C 3.3175 0.2020 1.7198
O 2.4608 0.7774 2.7285
C 3.1602 1.7609 3.3850
O 2.6456 2.5579 4.0869
O 4.4445 1.7445 2.9630
H 6.4515 -0.0473 3.2738
H 5.6724 -1.3958 2.4608
H 5.1095 -0.6764 3.9909
H 5.3273 0.8606 1.3387
H 3.1947 -0.8700 1.8727
H 2.9884 0.5634 0.7479
C 3.5039 4.8448 1.1189
C 2.2721 3.9736 0.9771
C 0.9671 4.7462 0.9299
O 0.4007 4.2252 -0.3058
C 1.2538 3.4639 -0.9562
O 0.9486 2.9001 -1.9849
O 2.3736 3.2121 -0.2751
H 3.6317 5.5629 0.3109
H 4.3853 4.2439 1.3385
H 3.3918 5.4612 2.0169
H 2.1756 3.2759 1.8080
H 1.0973 5.8095 0.7349
H 0.2578 4.5036 1.7179
C 5.2734 -2.6521 -0.8024
C 5.3129 -1.1971 -1.2403
C 5.5512 -1.0892 -2.7454
O 4.2064 -0.7262 -3.2029
C 3.5047 -0.2498 -2.2010
O 2.4700 0.3598 -2.2573
O 4.0365 -0.6097 -1.0315
H 6.1057 -3.3020 -1.0715
H 4.4026 -3.1082 -1.2818
H 5.2169 -2.6638 0.2868
H 6.0571 -0.6949 -0.6223
H 5.8966 -2.0452 -3.1178
H 6.1446 -0.2198 -3.0156
C 2.7175 -6.1639 -2.8857
C 1.9997 -7.2780 -2.1156
C 2.4241 -8.7015 -2.4173
O 3.2867 -9.0788 -1.3258
C 3.0723 -8.2082 -0.3055
O 3.3750 -8.4689 0.8167
O 2.3683 -7.1571 -0.7119
H 2.9478 -5.2345 -2.3746
H 2.0514 -5.8926 -3.7119
H 3.5926 -6.5506 -3.4132
H 0.9438 -7.0160 -2.0613
H 3.0411 -8.7018 -3.3151
H 1.6419 -9.4579 -2.4200
```

Relative energy (zero: lowest compared OMol25 entry of this formula, charge and spin), kcal per mole: 0.0
Electronic energy, hartree: -6909.11478
Frontier orbital gap, Eh: 0.3484
LUMO level, eV: -0.6914
Largest force on an atom, eV/A: 6.61



No. 2
Entry from OMol25: a molecular structure, C22H36Cl5GeNO4W (the ωB97M-V functional and the def2-TZVPD basis).

```
70
C22H36Cl5GeNO4W | OMol25 | the ωB97M-V functional and the def2-TZVPD basis
W 0.2531 -0.6368 0.4413
C 0.6430 2.8283 2.1652
C -0.6304 2.5822 1.3833
C -1.7977 2.1994 2.2715
C -0.9770 3.7804 0.5146
O -0.3028 1.4261 0.4852
Ge -1.2794 1.1862 -1.0684
O -1.6413 -0.7221 0.1649
C -2.7293 -1.6325 -0.2270
C -3.9844 -0.7869 -0.3104
C -2.8238 -2.6632 0.8818
C -2.3758 -2.2537 -1.5639
O 0.1262 -0.0342 -1.5197
C 1.1070 0.3556 -2.5916
C 0.2934 0.4649 -3.8670
C 2.1058 -0.7753 -2.6684
C 1.7455 1.6719 -2.1932
H 0.5057 3.6924 2.8162
H 1.4787 3.0272 1.4934
H 0.8876 1.9655 2.7861
H -2.1020 3.0751 2.8458
H -1.5327 1.4027 2.9603
H -2.6545 1.8723 1.6768
H -1.1213 4.6486 1.1568
H -1.9102 3.6498 -0.0389
H -0.1705 4.0139 -0.1851
H -4.1741 -0.2827 0.6376
H -4.8417 -1.4202 -0.5398
H -3.9115 -0.0370 -1.1016
H -3.0585 -2.1891 1.8345
H -1.8820 -3.2011 0.9910
H -3.6098 -3.3800 0.6424
H -2.3355 -1.5015 -2.3550
H -3.1410 -2.9821 -1.8344
H -1.4153 -2.7633 -1.5178
H -0.1845 -0.4853 -4.1045
H 0.9534 0.7362 -4.6911
H -0.4761 1.2382 -3.8034
H 1.5986 -1.7173 -2.8821
H 2.6706 -0.8733 -1.7426
H 2.8071 -0.5701 -3.4780
H 1.0256 2.4978 -2.2283
H 2.5395 1.9144 -2.9001
H 2.1823 1.6149 -1.1964
Cl 6.2530 -0.2778 4.8049
C 5.0341 -0.1894 3.6032
C 3.6872 -0.3008 3.9514
Cl 3.1695 -0.5412 5.5798
C 2.7655 -0.2103 2.9562
Cl -0.0898 -0.8506 2.7898
C 3.0244 -0.0528 1.6259
O 2.0654 0.0063 0.6742
C 4.3725 0.0727 1.2796
Cl 4.7747 0.3242 -0.3811
C 5.3666 -0.0007 2.2576
Cl 7.0122 0.1408 1.7959
C 2.7486 -3.5150 -0.1346
C 1.3054 -3.5951 0.3697
C 1.2812 -3.9739 1.8523
C 0.5038 -4.5997 -0.4582
N 0.7196 -2.2785 0.2529
H 3.2480 -4.4627 0.0660
H 3.2994 -2.7220 0.3739
H 2.7833 -3.3296 -1.2084
H 1.7366 -4.9584 1.9586
H 0.2622 -4.0151 2.2375
H 1.8444 -3.2584 2.4525
H 0.9703 -5.5819 -0.3858
H 0.4838 -4.3115 -1.5104
H -0.5209 -4.6813 -0.0955
```

Relative energy (zero: lowest compared OMol25 entry of this formula, charge and spin), kcal per mole: 0.0
Electronic energy, hartree: -5660.46369
Net charge: +1
Frontier orbital gap (spin up / spin down), Eh: 0.2562 / 0.2518
LUMO level (spin up / spin down), eV: -4.2118 / -4.3150
Largest force on an atom, eV/A: 3.44
Spin multiplicity: 2
<S²>: 0.760



No. 3
Entry from OMol25: 2 unconnected molecules or ions with the total composition C4H2Cl4N2 (the ωB97M-V functional and the def2-TZVPD basis).

```
12
C4H2Cl4N2 | OMol25 | the ωB97M-V functional and the def2-TZVPD basis
C 0.5743 -1.0149 0.1158
C -0.4954 -1.0724 1.0590
C -1.0037 0.2156 0.9634
C -2.8214 1.3301 2.4027
N 0.5625 0.1238 -0.5521
N -0.4172 0.8890 0.0031
Cl -0.8787 -2.3717 2.1045
Cl -2.2026 2.9191 2.5400
Cl -4.2169 0.9483 1.4920
Cl -2.6344 0.5354 3.9151
H 1.3477 -1.6615 -0.2625
H -0.5365 1.9024 -0.0062
```

Relative energy (zero: lowest compared OMol25 entry of this formula, charge and spin), kcal per mole: 4.7
Electronic energy, hartree: -2103.69997
Frontier orbital gap (spin up / spin down), Eh: 0.3220 / 0.2415
LUMO level (spin up / spin down), eV: 0.4184 / -2.5441
Largest force on an atom, eV/A: 2.36
Spin multiplicity: 3
<S²>: 2.013



No. 4
Entry from OMol25: 12 unconnected molecules or ions with the total composition C5H33N2O12 (the ωB97M-V functional and the def2-TZVPD basis).

```
52
C5H33N2O12 | OMol25 | the ωB97M-V functional and the def2-TZVPD basis
O -0.3739 1.9042 -4.1533
C -0.9556 0.9781 -3.6061
C -0.7460 0.6582 -2.1467
C 0.4107 -0.3569 -2.0080
C -0.2241 -1.7493 -1.8675
C -0.1612 -2.5311 -0.7721
N -0.4413 -3.8827 -0.7719
N -0.4328 1.8743 -1.3194
H -1.7436 0.3804 -4.0941
H -1.6710 0.3407 -1.6845
H 0.8546 -0.2217 -1.0411
H 1.0013 -0.5226 -2.9008
H -0.6535 -2.2411 -2.7569
H 0.1731 -1.9805 0.0821
H -1.0324 -4.2743 -1.4413
H -0.6799 -4.1479 0.1388
H -1.2248 2.4042 -0.9055
H 0.0142 2.6247 -1.8743
H 0.2685 1.6128 -0.6280
H -1.7302 0.3947 3.8501
H -2.4515 -0.9188 4.1007
O -2.5532 -0.0717 3.6386
H -1.3000 3.8420 2.5349
H -1.1480 2.3852 1.9655
O -1.6743 3.2245 1.8357
H 2.9156 -2.2838 -1.1760
H 3.9993 -2.4792 -2.3889
O 3.5007 -1.9115 -1.8722
H 4.0288 1.5812 2.1017
H 4.4959 0.1886 1.8816
O 3.6953 0.6811 2.1070
H 2.7473 0.9249 -0.1214
H 2.8663 1.3422 -1.6394
O 2.3320 1.3632 -0.8337
H 1.7207 -0.4685 1.1546
H 2.1257 -0.2339 2.6980
O 1.4352 -0.5017 2.0796
H 0.1198 1.6950 3.9997
H 0.4907 0.6238 2.8462
O -0.1289 1.3647 3.1719
H -2.9172 -0.1104 2.0668
H -4.3978 -0.2858 1.6986
O -3.5470 0.0088 1.3301
H 4.0146 -0.6100 -0.8322
H 5.2445 0.2079 -0.9995
O 4.5282 0.0726 -0.3759
H -3.5661 -2.7749 -1.4382
H -3.3798 -1.8818 -0.2087
O -3.2294 -2.7757 -0.5248
H -3.6754 1.4090 0.5378
H -3.5412 2.9373 0.5408
O -3.4028 2.1918 0.0211
```

Relative energy (zero: lowest compared OMol25 entry of this formula, charge and spin), kcal per mole: 15.5
Electronic energy, hartree: -1222.51616
Frontier orbital gap (spin up / spin down), Eh: 0.0945 / 0.2402
LUMO level (spin up / spin down), eV: -0.3006 / -0.3220
Largest force on an atom, eV/A: 4.05
Spin multiplicity: 2
<S²>: 0.753